Molecular formula: C71H140N12O37
Method: DFT, ωB97M-V/def2-TZVPD

2S+1 = 1
Net charge = +4
Molecular weight = 1753.95 g/mol
Orbital gap = 7.018 eV

Last column: Mulliken charge in e.
Geometry (Å):
O: 2.313 -8.306 -1.422  -0.284
O: -5.383 0.315 -2.060  -0.693
O: 9.998 -2.242 -5.755  -0.516
O: 4.647 -6.378 0.353  -0.775
O: 4.842 0.541 0.970  -0.792
O: 3.845 3.028 2.967  0.346
O: 1.591 -10.221 -1.880  -0.453
O: -4.389 0.679 -8.007  -0.484
O: 3.575 -2.805 4.469  -0.271
O: 3.963 -4.293 0.499  -0.339
O: 0.595 5.386 3.025  -0.299
O: 1.979 8.002 3.361  -0.595
O: -4.676 1.772 -6.126  -0.388
O: 0.400 2.219 -2.179  -0.530
O: -1.250 4.523 2.155  -0.359
O: -0.926 6.774 2.145  -0.569
O: 10.108 -4.160 -6.923  -0.454
O: 2.653 0.955 0.890  -0.653
O: -8.417 -1.081 -4.582  -0.448
O: -5.808 4.216 0.737  -0.091
O: -7.795 -3.985 4.046  -0.370
O: -1.633 0.408 2.097  0.065
O: -2.112 12.683 3.628  -0.383
O: -3.835 -0.354 -6.153  -0.510
O: 3.939 1.448 -0.934  -0.392
O: 11.979 -3.256 -6.059  -0.473
O: 7.523 -2.692 -7.635  -0.684
O: 0.067 -8.803 -0.837  -0.586
O: -5.943 0.478 2.352  -0.246
O: -4.073 5.070 -2.654  -0.009
O: -0.544 -1.537 2.275  -0.697
O: -4.038 1.940 -1.326  0.148
O: 0.135 0.277 3.425  -0.898
O: 3.145 -5.685 -1.100  -0.715
O: -9.257 -0.933 -0.750  -0.507
O: -5.120 2.075 -3.308  -0.189
O: 7.497 -4.293 -1.134  -0.441
N: -0.297 10.930 3.130  -0.098
N: 5.981 -4.284 -7.176  -0.153
N: 4.292 -10.267 3.723  0.029
N: 9.175 -5.690 -0.552  -0.239
N: -7.046 -1.461 3.919  0.121
N: -0.730 -0.615 -1.686  0.504
N: -9.543 0.674 -3.115  0.009
N: 2.860 0.199 3.523  1.415
N: -3.096 4.650 0.220  0.296
N: 0.634 -4.903 1.509  0.253
N: 1.134 3.307 -0.345  1.335
N: 6.029 -1.964 -3.139  0.315
C: -2.060 -0.069 -1.328  -1.519
C: 2.086 -6.839 2.725  1.236
C: 2.291 -5.542 3.029  -0.067
C: -0.069 -3.822 0.768  -0.790
C: 1.908 -1.132 -2.217  0.837
C: -4.275 0.656 -6.624  0.842
C: -4.763 1.347 -2.130  -0.033
C: 3.883 -1.238 -3.893  -1.158
C: 2.489 -8.864 4.175  -0.580
C: -7.018 4.011 0.134  -0.521
C: 1.477 -1.117 -0.898  -0.773
C: 5.635 -2.955 -9.119  -1.211
C: 1.342 9.090 2.703  -0.637
C: -7.360 -2.025 -4.845  -0.622
C: 4.726 -9.451 2.784  -0.530
C: 7.973 -4.594 1.214  -0.682
C: -1.958 12.649 2.244  -0.531
C: 4.026 -5.454 0.023  0.391
C: -6.549 -0.137 4.473  -0.774
C: -2.357 5.052 -0.981  0.111
C: 1.128 -7.213 1.760  -0.824
C: 5.049 -11.472 3.985  -0.913
C: -0.543 5.643 2.406  0.570
C: 3.316 7.812 2.763  -0.502
C: -8.491 -1.648 4.091  -0.694
C: 3.306 -1.529 -2.613  1.168
C: -3.964 5.633 0.971  -0.767
C: 2.575 1.465 4.263  -0.505
C: 1.898 4.089 -2.516  -1.520
C: 7.473 -2.067 -3.421  -1.382
C: -5.420 5.550 0.541  -0.632
C: 0.079 9.516 3.451  -0.734
C: -8.219 -5.355 3.799  -0.760
C: -9.144 1.097 -4.499  -0.684
C: -5.076 1.034 1.376  0.474
C: -1.319 11.274 1.974  -0.682
C: 5.547 -2.333 -1.925  -1.155
C: 4.132 -8.232 2.460  -0.590
C: 5.218 -1.438 -4.106  -0.660
C: -3.090 5.892 -2.045  -1.242
C: 6.467 -4.652 -5.899  -0.733
C: -8.023 0.188 -4.903  -0.123
C: -9.032 0.470 -0.660  -0.299
C: 3.194 -10.001 4.464  -0.431
C: 10.064 -6.434 0.407  -0.801
C: 0.087 -0.820 -0.674  0.655
C: 4.268 -1.931 3.579  -0.018
C: -5.442 0.428 3.636  -0.255
C: -4.717 5.810 -3.674  -1.031
C: -8.610 1.032 -2.038  -0.258
C: 0.468 -6.182 1.094  -0.616
C: 4.194 -2.046 -1.667  -0.467
C: -8.903 -3.156 3.728  -0.596
C: -0.613 -0.360 2.667  0.347
C: 1.043 -0.851 -3.234  -0.682
C: 5.127 3.555 2.722  -1.171
C: 3.692 2.407 4.225  -0.901
C: 2.955 -7.961 3.148  0.077
C: 8.183 -4.807 -0.235  0.333
C: 6.496 -3.300 -7.963  0.831
C: 1.110 3.134 -1.686  0.796
C: 1.992 4.142 0.381  -0.635
C: -0.271 -0.599 -2.941  -1.265
C: 1.504 -4.538 2.491  -0.750
C: 4.422 -3.240 5.507  -0.892
C: 1.182 -9.018 -1.317  0.751
C: 10.637 -3.126 -6.221  0.685
C: -2.815 13.805 4.170  -0.781
C: 4.127 -0.474 3.916  -0.430
C: 3.828 0.955 0.358  0.095
C: -8.022 -1.600 -0.781  0.190
H: 2.398 3.493 1.139  -0.111
H: 7.321 -5.417 1.567  0.207
H: 5.502 -11.846 3.066  0.358
H: -9.996 0.845 -5.200  0.349
H: -8.857 2.205 -4.531  0.295
H: -6.387 -0.245 5.557  0.438
H: -6.567 -2.311 4.312  0.471
H: 2.411 -7.371 -1.255  0.484
H: 6.177 -2.372 -9.824  0.348
H: -9.581 -0.386 -3.175  0.573
H: -7.383 -1.334 0.062  -0.223
H: 5.903 -11.209 4.576  0.381
H: 7.880 -1.168 -3.020  0.473
H: 10.184 -5.819 1.324  0.250
H: 2.962 -4.905 -1.658  0.162
H: 0.802 -10.820 -1.761  0.393
H: -0.742 11.340 3.934  0.443
H: 1.011 8.920 1.698  0.364
H: 1.625 -3.476 2.749  0.750
H: 1.142 6.235 3.112  0.434
H: 5.276 -3.950 -9.479  0.382
H: -3.901 13.735 3.988  0.266
H: -2.366 14.670 3.730  0.368
H: -9.127 -5.645 4.294  0.322
H: 5.354 -2.169 3.496  0.365
H: 7.861 -2.984 -3.064  0.402
H: 2.047 9.881 2.648  0.804
H: 5.848 -1.120 -4.963  0.593
H: 3.287 8.200 1.713  0.354
H: 12.296 -2.492 -5.547  0.362
H: 0.574 11.524 2.964  0.419
H: -3.531 6.806 -1.618  0.435
H: 3.328 -1.073 -4.788  0.564
H: 1.552 -8.685 4.762  0.460
H: 4.731 -2.399 -8.781  0.247
H: -4.138 5.758 -4.570  0.328
H: -8.409 -5.472 2.742  0.334
H: 0.387 9.545 4.533  0.346
H: 0.658 2.537 0.152  -0.339
H: -4.790 1.653 -5.151  0.448
H: 9.253 -3.860 -7.154  0.366
H: -7.139 -1.982 -5.915  0.325
H: 3.891 -2.234 2.595  -0.306
H: 5.609 -9.645 2.206  0.530
H: 3.524 6.729 2.683  0.021
H: -9.066 -0.892 3.503  0.382
H: -1.251 13.341 1.927  0.418
H: -7.472 0.498 4.314  0.364
H: -8.317 -2.628 -0.694  0.447
H: 4.226 -0.332 5.022  0.579
H: -5.982 6.315 1.029  0.531
H: 2.989 -10.732 5.228  0.457
H: -8.512 2.151 -1.992  0.331
H: -2.667 -0.050 -2.198  0.538
H: 2.077 -1.281 -0.039  0.704
H: 5.132 -4.009 5.146  0.308
H: 2.282 1.221 5.293  0.486
H: 4.446 -7.623 1.586  0.953
H: -2.008 4.135 -1.505  -0.179
H: -3.976 0.625 1.543  -0.259
H: 3.199 -5.107 3.449  0.323
H: 6.478 -3.866 -5.124  0.073
H: 4.919 1.576 -1.087  0.405
H: 2.887 4.365 -2.059  0.273
H: 5.983 2.841 2.692  0.301
H: -7.135 0.554 -4.393  -0.014
H: -5.688 5.376 -3.816  0.238
H: -4.942 3.030 -3.243  -0.072
H: -1.922 4.576 1.380  0.399
H: -0.755 8.844 3.332  0.240
H: 4.730 2.053 4.442  0.512
H: 1.574 4.978 0.940  -0.099
H: 4.021 8.352 3.376  0.323
H: 7.706 -2.038 -4.476  0.536
H: 6.181 -2.863 -1.253  0.786
H: -2.441 6.297 -2.793  0.619
H: -7.663 -3.032 -4.544  0.284
H: -0.951 -0.365 -3.646  0.997
H: -4.789 6.885 -3.460  0.446
H: -10.495 0.941 -2.912  0.419
H: 5.001 0.114 3.540  0.274
H: -5.234 1.384 4.129  0.337
H: 9.232 -5.967 -1.583  0.278
H: -0.262 -6.476 0.300  0.389
H: -6.403 -1.814 -4.300  0.176
H: -0.781 -3.388 1.400  0.761
H: 1.985 3.771 -3.532  0.410
H: 5.217 -4.823 -7.615  0.247
H: -2.911 12.738 1.720  0.390
H: 9.552 -7.360 0.693  0.290
H: 5.416 4.360 3.348  0.386
H: -9.787 -3.512 4.234  0.491
H: -3.750 5.502 2.034  0.497
H: -6.808 -1.365 2.933  0.147
H: -1.484 5.610 -0.620  0.179
H: -7.446 -6.035 4.176  0.258
H: 3.832 -3.604 6.337  0.287
H: -5.392 0.717 0.353  -0.458
H: 3.491 3.185 4.957  0.399
H: -7.147 2.939 0.141  -0.240
H: -3.670 3.822 0.028  -0.246
H: 3.836 -2.367 -0.713  0.890
H: 8.848 -4.480 1.915  0.441
H: -9.883 0.984 -0.265  0.595
H: 1.696 1.903 3.813  0.178
H: -7.889 4.513 0.536  0.469
H: 2.842 4.490 -0.198  0.211
H: -0.613 -4.291 -0.057  0.433
H: 4.428 -12.261 4.454  0.311
H: -4.662 1.551 -8.206  0.316
H: 5.147 3.999 1.760  0.310
H: 1.344 -0.968 -4.294  0.395
H: 7.418 -5.211 -5.979  0.290
H: -5.114 2.106 1.467  0.219
H: -0.794 11.167 1.063  0.463
H: 2.859 0.362 2.471  -0.900
H: -7.361 -1.403 -1.681  -0.173
H: -2.039 10.501 2.172  0.330
H: -2.547 -0.609 -0.529  0.215
H: 11.029 -6.798 0.024  0.316
H: -4.530 -0.227 3.607  0.233
H: -5.459 5.881 -0.548  0.032
H: 1.379 5.087 -2.446  0.284
H: -9.000 -3.162 2.632  0.319
H: -6.977 4.361 -0.896  0.266
H: -1.544 1.328 2.414  0.075
H: -1.980 0.957 -0.993  0.553
H: -2.551 13.802 5.239  0.279
H: 5.031 -2.450 5.953  0.382
H: 7.384 -3.625 1.214  0.014
H: -7.779 0.269 -5.965  0.635
H: -8.702 -1.574 5.149  0.423
H: 5.695 -5.427 -5.657  0.388
H: -3.620 6.652 0.927  0.463
H: 0.642 -2.963 0.570  -0.427
H: -0.343 -0.861 0.323  -0.373
H: 1.948 -0.298 3.609  0.391
H: -7.648 0.625 -2.365  -0.261
H: -8.258 0.601 0.079  -0.101
H: 0.979 -8.238 1.477  0.749